(1)
{
  "formula": "C24H40BN3O6PS",
  "method": "ωB97M-V/def2-TZVPD",
  "charge": 1,
  "gap_ev": 7.16,
  "smiles": "CCCc1c2c(B(C)O)c(S)c(CCCCCOC(C)=O)c(O)c2c(CN)c(CCCO)[n+]1P(N)O",
  "total_energy_ha": -2318.2860,
  "species": ["C", "C", "C", "C", "C", "C", "B", "C", "O", "C", "S", "C", "C", "C", "C", "C", "C", "O", "C", "C", "O", "C", "O", "C", "C", "C", "N", "C", "C", "C", "C", "O", "N", "P", "N", "O", "H", "H", "H", "H", "H", "H", "H", "H", "H", "H", "H", "H", "H", "H", "H", "H", "H", "H", "H", "H", "H", "H", "H", "H", "H", "H", "H", "H", "H", "H", "H", "H", "H", "H", "H", "H", "H", "H", "H", "H"],
  "positions_angstrom": [[-3.773797, 2.269248, 1.214921], [-2.791111, 3.367763, 1.780277], [-1.270677, 3.192319, 1.250945], [-1.056630, 1.963405, 0.339099], [-0.788411, 0.578336, 0.803057], [-0.783166, 0.224112, 2.255362], [-1.124281, 1.179409, 3.505956], [0.099182, 1.996435, 4.191274], [-2.411945, 1.343108, 4.093177], [-0.479519, -1.140625, 2.734311], [-0.488203, -1.525406, 4.541734], [-0.150984, -2.292822, 1.782238], [0.189538, -3.639627, 2.457463], [0.717057, -4.839471, 1.613139], [2.115514, -4.671627, 0.885625], [3.068698, -3.540422, 1.442896], [3.039636, -2.283126, 0.472757], [4.381601, -1.700006, 0.364624], [4.264944, -0.425010, -0.194594], [3.722618, 0.816311, 0.609503], [4.581582, -0.255087, -1.348101], [-0.212823, -1.953722, 0.361633], [0.038347, -3.024540, -0.525315], [-0.521695, -0.570839, -0.143901], [-0.595914, -0.232188, -1.621910], [-0.401323, -1.348520, -2.692142], [-1.609716, -2.249603, -2.615128], [-0.893514, 1.162931, -2.010992], [-0.920260, 1.421254, -3.559365], [0.506363, 1.822979, -4.153932], [1.407322, 0.643371, -4.628761], [0.884250, -0.096022, -5.740665], [-1.129825, 2.191885, -1.048278], [-1.564708, 3.824266, -1.700958], [-3.128206, 3.601178, -2.491465], [-0.420542, 4.320575, -2.818250], [-3.431772, 1.225705, 1.450542], [-4.830688, 2.440662, 1.542021], [-3.741149, 2.362674, 0.084003], [-2.744965, 3.337939, 2.904943], [-3.193056, 4.381246, 1.505300], [-0.527254, 3.237821, 2.104125], [-1.048766, 4.190728, 0.772417], [0.741180, 2.364047, 3.328616], [0.717012, 1.309055, 4.826242], [-0.249976, 2.907051, 4.745892], [-2.466144, 0.710554, 4.836547], [-1.795005, -1.463019, 4.963606], [-0.735355, -3.982847, 3.017599], [0.947254, -3.440624, 3.275434], [0.784326, -5.744682, 2.283686], [-0.060763, -5.106556, 0.836934], [2.668701, -5.651256, 1.013872], [1.933239, -4.582768, -0.221183], [4.124728, -3.942687, 1.358689], [2.927895, -3.275609, 2.520276], [2.771569, -2.583497, -0.584092], [2.369788, -1.485794, 0.891564], [2.595616, 0.870730, 0.555706], [4.007972, 0.726659, 1.696159], [4.110171, 1.785222, 0.208909], [-0.806384, -3.510820, -0.557797], [0.552225, -1.916848, -2.473746], [-0.332030, -1.044233, -3.757617], [-2.240447, -1.928355, -3.353618], [-2.044947, -2.134929, -1.694852], [-1.590918, 2.289672, -3.848247], [-1.399500, 0.567113, -4.122310], [0.300339, 2.477185, -5.055064], [1.092687, 2.433835, -3.411675], [1.638228, -0.003985, -3.723034], [2.413313, 1.080631, -4.921808], [1.283089, -0.983264, -5.652517], [-3.381251, 2.628856, -2.246409], [-3.829894, 4.163754, -1.987709], [-0.028468, 5.160409, -2.517638]],
  "forces_ev_per_a": [[0.56, 0.42, -0.61], [-0.06, -0.53, 0.49], [-0.19, 0.98, 0.71], [0.42, -0.62, -1.26], [0.30, -1.18, 0.28], [0.09, -2.21, 0.14], [0.36, 1.03, 1.33], [0.04, 0.20, -1.21], [1.13, -1.32, -0.61], [-0.77, 0.94, -2.60], [-0.07, 0.51, -0.54], [-0.60, 3.03, -0.35], [0.13, -0.37, 0.21], [-0.28, -0.45, -0.60], [0.03, -0.74, 0.52], [0.86, -0.05, -1.62], [0.24, -0.25, 0.65], [-1.07, 1.23, 0.30], [0.16, 0.84, -1.23], [-0.16, -0.69, 1.02], [-0.15, -0.30, 0.98], [-0.11, 0.22, 2.07], [-0.98, 1.42, 0.85], [-0.15, 0.79, -0.76], [0.08, 2.50, 0.90], [-0.16, -0.63, 0.60], [0.79, 0.66, -0.21], [0.49, -3.59, 0.33], [-0.28, 1.35, -0.03], [-0.22, -0.28, -0.85], [1.27, 0.67, 1.02], [0.10, -0.34, 1.22], [0.63, -2.28, -0.80], [-0.63, 3.52, 1.25], [1.33, -1.62, 0.94], [-1.10, -1.46, 0.25], [-0.50, 1.02, 0.03], [1.03, -0.23, -0.17], [-0.28, -0.18, 1.16], [-0.28, -0.03, -1.20], [0.62, -0.94, 0.08], [-1.03, -0.75, -0.88], [-0.07, -1.59, -0.15], [-0.25, -0.48, 1.19], [-0.49, 0.75, -0.45], [0.32, -1.00, -0.23], [-0.24, 0.67, -0.27], [0.51, -0.02, -0.88], [0.93, 0.47, -0.65], [-0.92, -0.01, -0.90], [-0.17, 1.11, -0.45], [0.86, 0.16, 0.87], [-0.69, 1.04, -0.13], [0.38, 0.23, 1.18], [-1.13, 0.52, 0.14], [-0.08, -0.14, -1.00], [-0.09, 0.28, 1.26], [0.32, -0.75, -0.60], [1.10, -0.25, 0.01], [-0.35, 0.11, -1.05], [-0.11, -1.15, 0.09], [0.59, -0.07, -0.35], [-1.20, 0.59, -0.08], [0.02, 0.30, 1.03], [-0.12, -0.29, 0.62], [-0.15, -0.02, -0.72], [0.63, -0.89, 0.73], [0.78, 0.80, 0.85], [0.27, -0.63, 1.05], [-0.65, -0.67, -0.76], [-0.33, 0.43, -1.08], [-1.10, -0.35, 0.30], [-0.33, 0.57, -0.41], [-0.21, 0.39, -0.77], [0.73, 0.05, -0.25], [-0.33, -0.45, 0.11]]
}



(2)
{
  "formula": "C24H40BN6O4PdSe",
  "method": "ωB97M-V/def2-TZVPD",
  "charge": -1,
  "de_lowest_kcal_mol": 20.9,
  "gap_ev": [7.42, 7.39],
  "total_energy_ha": -4122.2546,
  "species": ["Pd", "C", "C", "C", "C", "N", "N", "B", "N", "N", "C", "C", "C", "C", "C", "C", "C", "C", "N", "N", "C", "C", "C", "C", "C", "C", "C", "C", "C", "C", "C", "C", "H", "H", "H", "H", "H", "H", "H", "H", "H", "H", "H", "H", "H", "H", "H", "H", "H", "H", "H", "H", "H", "H", "H", "H", "H", "H", "H", "H", "H", "H", "H", "H", "H", "H", "H", "H", "H", "H", "H", "H", "O", "Se", "O", "O", "O"],
  "positions_angstrom": [[-0.047012, -0.665707, 0.928032], [0.064035, 3.457391, -2.610552], [0.015334, 2.890272, -1.230537], [0.006707, 3.565853, -0.026918], [-0.048603, 2.575278, 0.968593], [-0.073920, 1.384697, 0.374946], [-0.035215, 1.573255, -0.964140], [0.012541, 0.396967, -1.990159], [-1.260830, -0.455967, -1.783403], [-1.798197, -0.546876, -0.546261], [-2.998132, -1.113214, -0.658361], [-3.229028, -1.407078, -2.012971], [-2.105460, -0.981320, -2.690179], [-1.820538, -1.060499, -4.152571], [-3.998286, -1.218827, 0.472291], [-5.225514, -0.380549, 0.083274], [-3.422548, -0.674039, 1.782424], [-4.436191, -2.677781, 0.655989], [1.319418, -0.387396, -1.759789], [1.876193, -0.443439, -0.530837], [3.044918, -1.060122, -0.646775], [3.238261, -1.435738, -1.989466], [2.125743, -0.980890, -2.664065], [1.830125, -1.080511, -4.124329], [4.028141, -1.238087, 0.485757], [3.548685, -0.561204, 1.768778], [4.237777, -2.737771, 0.733059], [5.359782, -0.594745, 0.068636], [-0.066669, 2.825059, 2.462938], [-0.086945, 1.547347, 3.299196], [-1.312297, 3.656116, 2.800788], [1.191132, 3.627518, 2.826139], [0.076008, 4.543903, -2.549330], [-0.804323, 3.144789, -3.191379], [0.958256, 3.122146, -3.137486], [0.037875, 4.634542, 0.107642], [0.002412, 0.846464, -3.099273], [-4.102537, -1.871827, -2.440218], [-2.741347, -1.273968, -4.692556], [-1.108595, -1.861022, -4.359621], [-1.399118, -0.128613, -4.530289], [-4.962070, 0.672304, -0.044520], [-5.983742, -0.457759, 0.865964], [-5.662861, -0.737787, -0.851603], [-3.123327, 0.370785, 1.666883], [-2.568719, -1.277336, 2.089298], [-4.172961, -0.744615, 2.573272], [-4.718880, -3.120558, -0.302485], [-5.299215, -2.726560, 1.326212], [-3.624404, -3.258719, 1.090230], [4.077837, -1.958328, -2.418759], [2.744274, -1.329946, -4.660570], [1.442588, -0.138309, -4.512880], [1.091705, -1.858381, -4.324741], [2.626030, -1.010674, 2.126413], [3.381930, 0.505616, 1.598919], [4.303296, -0.680859, 2.550669], [3.314611, -3.200918, 1.088348], [5.014452, -2.891778, 1.486660], [4.544326, -3.240650, -0.186894], [5.230445, 0.476235, -0.102620], [5.748128, -1.044442, -0.848008], [6.100369, -0.731582, 0.860497], [-0.967101, 0.941132, 3.081927], [-0.118281, 1.804370, 4.360414], [0.806421, 0.946319, 3.131451], [-2.218941, 3.092052, 2.574263], [-1.332186, 4.585298, 2.227511], [-1.316750, 3.906462, 3.864168], [2.087463, 3.048872, 2.596055], [1.192303, 3.860192, 3.893506], [1.233693, 4.565235, 2.268547], [0.558730, -1.738780, 2.685214], [0.048108, -3.126850, 1.916587], [1.004818, -4.363126, 2.259017], [0.151099, -2.702278, 0.314223], [-1.485261, -3.389069, 2.319826]],
  "forces_ev_per_a": [[-1.32, -0.61, -4.05], [0.01, -0.16, 0.05], [-0.03, 0.15, 0.20], [-0.01, 0.02, -0.03], [0.02, -0.13, -0.24], [0.09, 0.58, 1.60], [0.02, -0.27, -0.17], [0.13, -0.05, 0.36], [-0.05, -0.02, -0.23], [0.50, -0.11, 0.49], [0.13, 0.19, 0.02], [-0.04, -0.11, 0.09], [-0.14, 0.07, 0.02], [0.07, 0.03, 0.08], [0.02, 0.03, 0.13], [0.00, 0.00, -0.08], [0.02, -0.19, -0.15], [0.10, 0.04, 0.00], [0.02, 0.03, -0.31], [0.55, 0.14, 0.24], [-0.21, 0.07, -0.17], [0.03, 0.01, -0.05], [0.23, -0.08, -0.04], [-0.09, 0.03, 0.12], [0.03, 0.01, 0.06], [-0.04, -0.05, -0.10], [-0.10, 0.05, 0.04], [-0.03, -0.07, -0.05], [0.00, -0.03, 0.08], [0.00, 0.02, -0.13], [0.03, 0.01, -0.07], [-0.03, 0.00, -0.06], [0.00, 0.02, -0.01], [0.02, 0.03, -0.03], [-0.02, 0.03, -0.04], [-0.01, 0.00, -0.01], [0.00, 0.02, -0.06], [0.00, 0.04, -0.03], [-0.01, -0.02, 0.00], [-0.03, 0.03, -0.05], [0.00, -0.03, -0.01], [0.02, -0.02, 0.00], [0.00, 0.02, 0.01], [-0.03, 0.02, 0.01], [0.03, -0.01, 0.03], [0.07, 0.04, 0.08], [-0.06, 0.04, -0.03], [-0.03, 0.00, 0.04], [0.03, 0.01, 0.00], [0.08, -0.07, -0.01], [0.01, 0.03, -0.02], [-0.01, -0.02, -0.02], [-0.01, -0.02, -0.04], [0.02, 0.01, -0.05], [-0.11, 0.00, 0.07], [-0.02, 0.00, 0.03], [0.04, 0.02, -0.03], [0.02, -0.03, -0.01], [0.00, 0.00, 0.02], [0.01, -0.02, 0.02], [0.01, 0.00, -0.02], [0.02, 0.02, 0.02], [0.01, 0.00, 0.00], [0.04, -0.10, -0.01], [0.01, 0.06, -0.01], [-0.04, -0.12, -0.01], [-0.01, 0.02, 0.00], [-0.03, 0.00, 0.02], [-0.01, -0.01, 0.00], [0.01, 0.02, 0.00], [0.00, -0.01, 0.00], [0.03, 0.00, 0.02], [0.59, 0.55, 0.50], [-0.24, -1.84, 2.21], [0.52, -0.27, -0.18], [-0.21, 2.03, 0.07], [-0.64, -0.05, -0.11]]
}



(3)
{
  "formula": "C24H40Br2Ca2Cl6F5MgN2O7S",
  "method": "ωB97M-V/def2-TZVPD",
  "charge": 1,
  "de_lowest_kcal_mol": 0.0,
  "gap_ev": 1.05,
  "total_energy_ha": -11935.7469,
  "species": ["N", "C", "C", "C", "C", "C", "O", "C", "C", "C", "O", "C", "C", "F", "F", "F", "C", "S", "C", "C", "C", "Br", "C", "C", "C", "C", "O", "H", "H", "H", "H", "H", "H", "H", "H", "H", "H", "H", "H", "H", "H", "H", "H", "H", "H", "H", "H", "H", "H", "H", "H", "H", "H", "H", "H", "H", "H", "H", "C", "Cl", "Cl", "Cl", "H", "C", "O", "N", "C", "C", "H", "H", "H", "H", "H", "H", "H", "Ca", "F", "C", "O", "O", "O", "C", "Cl", "Cl", "Cl", "H", "Ca", "Br", "F", "Mg"],
  "positions_angstrom": [[1.816978, 5.545065, 0.045087], [0.598974, 4.848796, 0.387466], [0.269692, 3.545036, -0.420478], [1.331839, 3.121298, -1.434707], [0.872795, 2.039030, -2.401194], [0.831364, 0.597527, -1.885392], [0.382920, 0.398757, -0.549217], [-0.689759, -0.502095, -0.472468], [-0.275434, -1.927471, -0.143348], [0.709152, -2.030837, 1.014416], [2.007752, -2.365923, 0.555796], [2.955930, -1.335890, 0.498580], [3.999924, -1.500010, 1.584876], [3.601629, -0.965645, 2.752587], [4.267838, -2.797865, 1.814711], [5.153414, -0.909024, 1.215103], [-1.388111, -0.356298, -1.841021], [-2.268697, 1.264302, -1.722141], [-2.329629, -1.556745, -2.103123], [-3.676720, -1.277096, -2.817310], [-4.830055, -1.026172, -1.861416], [-6.464215, -1.804575, -2.515104], [-0.109701, -0.327707, -2.668784], [-0.117684, -0.244003, -4.196448], [1.076345, -1.046082, -4.730220], [2.216808, -0.270902, -5.220478], [2.139905, -1.084961, -3.935330], [1.854963, 5.852909, -0.912092], [2.653356, 5.050722, 0.310101], [-0.240460, 5.517961, 0.244864], [0.597810, 4.607620, 1.439140], [-0.616321, 3.728185, -1.028807], [0.087933, 2.756050, 0.283662], [1.526167, 4.001451, -2.038500], [2.294768, 2.856416, -1.011692], [-0.101777, 2.354641, -2.823804], [1.574131, 2.019452, -3.231061], [1.858438, 0.262286, -1.899678], [-1.362275, -0.188747, 0.319606], [-1.173396, -2.465423, 0.133402], [0.150496, -2.460617, -0.986992], [0.706036, -1.117023, 1.599204], [0.401213, -2.836793, 1.671188], [3.475460, -1.386516, -0.453313], [2.513724, -0.354162, 0.614057], [-2.935362, 1.035873, -0.590042], [-1.758395, -2.285824, -2.716355], [-2.547396, -1.976659, -1.129587], [-3.983509, -2.167299, -3.398839], [-3.599568, -0.486815, -3.553624], [-4.617448, -1.486063, -0.905384], [-4.994194, 0.024462, -1.685884], [0.315975, -1.306130, -2.489286], [-1.003449, -0.695951, -4.659222], [0.044980, 0.758428, -4.602442], [0.830586, -1.930678, -5.289853], [2.469508, 0.673786, -4.784157], [3.061178, -0.753801, -5.676719], [0.013795, 2.181293, 3.389551], [-0.750933, 1.012719, 4.362598], [1.112193, 1.453034, 2.235683], [-1.208683, 3.158537, 2.561190], [0.730513, 2.950696, 4.110342], [-2.440523, -1.684392, 2.359140], [-3.128276, -1.835894, 1.354564], [-2.405062, -2.592513, 3.352175], [-1.585813, -2.458794, 4.564349], [-3.244367, -3.726461, 3.129420], [-1.797792, -0.816656, 2.528073], [-0.880798, -3.288900, 4.636515], [-2.221028, -2.449686, 5.453445], [-1.021182, -1.523621, 4.543053], [-2.958393, -4.238746, 2.205854], [-4.299042, -3.401891, 3.024854], [-3.142488, -4.436374, 3.955411], [-1.519242, 1.785204, -4.663502], [-0.363582, -0.095995, 6.300465], [4.344225, 2.902289, -5.784207], [3.472560, 2.812270, -4.926046], [5.175948, 3.835787, -5.899727], [4.563563, 2.079468, -6.708736], [2.639677, -1.079531, 7.796231], [2.221556, 0.611661, 7.904547], [4.042257, -1.470433, 8.804324], [1.270997, -2.116307, 8.229407], [2.902285, -1.295407, 6.770274], [-4.749615, -5.418103, 4.660416], [-2.834765, 4.168208, -2.424120], [1.578320, 3.150218, 4.847933], [-3.082725, -3.803935, -2.371809]],
  "forces_ev_per_a": [[-0.07, 0.34, 0.38], [0.01, -0.55, -0.80], [0.38, 0.39, -0.27], [-0.38, 0.52, 0.00], [-0.06, -0.32, 0.07], [-0.28, 0.24, 0.03], [0.45, 0.65, 0.36], [-0.17, -0.41, -0.19], [0.04, -0.08, 0.17], [0.11, -0.13, -0.12], [-0.12, 0.13, 0.00], [0.05, -0.16, -0.02], [0.34, -0.44, 0.25], [0.06, 0.00, -0.14], [0.01, 0.26, -0.06], [-0.28, 0.07, 0.17], [-0.84, -0.15, 1.42], [0.99, -0.38, -1.28], [0.19, 1.64, -1.07], [0.12, -0.51, 0.00], [0.32, 0.20, 0.20], [-0.26, 0.05, -0.08], [0.05, 0.07, -0.43], [0.42, -0.68, 0.07], [-1.34, 0.80, -1.68], [2.07, -1.07, 2.28], [1.03, -0.45, 0.99], [0.11, 0.00, -0.06], [0.09, -0.03, -0.11], [-0.14, 0.32, 0.00], [0.32, 0.07, 0.25], [-0.20, -0.12, 0.32], [-0.30, -0.41, 0.00], [0.23, 0.13, -0.26], [0.18, -0.26, 0.27], [-0.20, 0.21, 0.28], [0.26, 0.01, -0.29], [0.25, -0.35, -0.25], [-0.04, 0.32, 0.20], [-0.17, -0.16, 0.02], [0.19, -0.13, -0.16], [0.16, 0.22, 0.17], [0.01, -0.23, 0.17], [0.10, -0.04, -0.19], [-0.13, 0.28, -0.05], [-0.32, -0.10, -0.01], [0.09, 0.31, 0.38], [-0.03, -0.32, 0.22], [0.22, 0.32, -0.10], [0.06, 0.30, -0.21], [-0.10, -0.15, 0.23], [-0.18, 0.28, -0.03], [-0.05, -0.42, -0.12], [-0.41, 0.06, 0.08], [1.36, -0.62, 0.20], [-0.26, -0.53, -0.04], [-0.55, 1.09, -0.81], [-0.27, 0.09, -1.32], [-2.35, -1.94, -1.47], [0.67, 0.32, 0.07], [0.31, 0.20, 0.36], [-0.02, 0.34, 0.44], [2.13, 0.71, 1.99], [-0.14, -0.13, -0.09], [0.06, 0.16, 0.10], [0.26, 0.30, 0.20], [-0.08, -0.07, -0.08], [-0.17, 0.01, -0.38], [0.13, 0.17, 0.09], [0.01, 0.02, -0.03], [0.07, 0.13, -0.02], [-0.12, -0.16, 0.12], [-0.20, -0.16, 0.02], [0.02, -0.16, -0.02], [1.21, 0.59, -0.19], [-2.50, 2.65, 1.79], [-0.26, -0.06, -0.35], [-0.28, -0.01, 0.33], [-0.16, -0.04, 0.04], [0.15, -0.05, -0.19], [0.18, 0.07, -0.14], [-0.05, 0.03, -0.03], [0.06, 0.09, 0.08], [0.00, 0.00, -0.02], [0.00, -0.04, 0.01], [-0.01, -0.04, -0.03], [-0.98, -0.54, 0.46], [0.28, -0.45, -1.42], [-0.90, 0.20, -0.79], [-0.40, -2.30, 0.14]]
}